[1]
{"formula": "CH4O3", "method": "ωB97M-V with the def2-TZVPD basis set", "e_tot_ev": -7244.558, "smiles": "O=CO.O", "de_lowest_ev": 0.093, "species": ["O", "C", "O", "H", "H", "O", "H", "H"], "xyz": [[-0.736468, 1.240044, -0.342997], [-1.421915, 0.372166, 0.115246], [-1.019221, -0.724350, 0.703197], [-2.517893, 0.433637, 0.115002], [-0.070396, -0.886506, 0.547948], [1.581784, -0.314223, -0.403845], [2.418659, -0.744793, -0.213427], [1.765452, 0.624024, -0.521123]], "forces_ev_per_a": [[0.31, 0.25, -0.25], [-0.58, 0.89, -0.18], [0.10, -1.28, 0.35], [-0.05, -0.09, 0.07], [0.21, 0.54, -0.11], [0.06, -0.37, 0.10], [0.16, 0.07, -0.05], [-0.21, -0.01, 0.06]], "lowdin_charge": [0.054, -0.425, 0.087, 0.136, 0.089, -0.047, 0.052, 0.054]}

***

[2]
{"formula": "C2H5ClFN2O2", "method": "ωB97M-V with the def2-TZVPD basis set", "total_charge": -1, "e_tot_ev": -24467.834, "de_lowest_ev": 1.048, "species": ["C", "H", "Cl", "C", "H", "H", "N", "O", "O", "N", "H", "H", "F"], "xyz": [[0.838615, -0.763217, 0.141965], [-0.577388, -0.229536, -1.390030], [2.248983, -0.959914, -1.421147], [-0.321415, 0.070550, -0.355964], [0.463470, -1.798693, 0.171876], [1.516142, -0.172851, 0.766426], [0.103029, 1.556242, -0.549184], [-0.384240, 2.143348, -1.497524], [0.835789, 2.071688, 0.264093], [-1.420299, -0.003203, 0.526208], [-2.287463, 0.257165, 0.071117], [-1.512304, -1.006569, 0.870540], [0.497080, -1.165011, 2.401624]], "forces_ev_per_a": [[0.61, 0.49, -1.09], [0.30, 0.29, 0.27], [-1.25, 0.23, 0.62], [0.61, -0.21, -1.58], [1.19, 0.60, 0.73], [-0.44, -1.30, 0.25], [-0.05, 0.04, 0.63], [-0.16, -0.17, -0.18], [-0.05, -0.29, -0.14], [-0.91, -1.53, 0.99], [0.09, -0.04, -0.17], [0.43, 2.01, -0.01], [-0.36, -0.12, -0.30]], "lowdin_charge": [-0.310, 0.129, 0.162, -0.420, 0.074, 0.052, -0.362, 0.033, 0.075, 0.056, 0.074, 0.114, -0.676]}

***

| no. | HOMO level (eV) |
| --- | --- |
| 1 | -10.497 |
| 2 | -4.678 |